## one
9
Properties=species:S:1:pos:R:3:lowdin_charge:R:1 method="wB97M-V/def2-TZVPD" orbital_gap_ha=0.358 e_lumo_ev=-0.427
C 1.105 -1.483 -0.073 -0.12
C 1.591 -0.261 0.142 0.14
C -0.835 1.271 0.001 -0.65
Br -2.081 -0.073 0.107 0.65
H 1.561 -2.319 0.292 0.02
H 0.193 -1.648 -0.467 -0.03
H -0.778 2.106 0.822 0.09
H 0.013 0.725 0.254 -0.16
H -0.770 1.682 -1.078 0.07


## two
9
Properties=species:S:1:pos:R:3:lowdin_charge:R:1 method="wB97M-V/def2-TZVPD" orbital_gap_ha="0.282 / 0.282" e_lumo_ev="-0.565 / -0.565"
C 0.498 0.893 0.690 0.06
C 3.066 -0.691 2.429 -0.52
C -0.205 0.167 -0.345 -0.25
Br 4.203 0.577 1.838 0.58
H 0.412 2.032 0.571 0.02
H 3.356 -1.651 1.976 -0.10
H 0.145 0.269 -1.363 0.08
H -1.204 0.598 -0.365 0.08
H -0.311 -0.936 -0.363 0.06


Least stable: two


## one
16
Properties=species:S:1:pos:R:3:lowdin_charge:R:1 method="wB97M-V/def2-TZVPD" orbital_gap_ha="0.223 / 0.222" e_lumo_ev="-8.976 / -8.982" charge=+1
C -1.348 -1.303 0.173 -0.27
C -1.357 0.728 1.305 -0.28
C 1.326 -1.067 1.538 -0.03
C -2.176 0.833 -1.634 0.51
C 0.719 -0.125 0.453 -0.15
N -1.720 -2.336 -0.156 0.25
N -2.022 1.463 1.874 0.24
N -0.761 -0.125 0.487 -0.08
H 1.421 -2.077 1.273 0.06
H 2.414 -0.889 1.468 0.10
H 0.812 -1.004 2.483 0.09
H -2.169 1.917 -1.446 0.10
H -1.400 0.376 -2.105 0.03
H -3.166 0.280 -1.511 0.13
H 1.001 -0.352 -0.619 0.15
H 1.131 0.886 0.534 0.13


## two
16
Properties=species:S:1:pos:R:3:lowdin_charge:R:1 method="wB97M-V/def2-TZVPD" orbital_gap_ha="0.302 / 0.302" e_lumo_ev="-4.995 / -4.995" charge=+1
C 3.253 2.448 2.157 0.27
C 2.520 2.219 1.237 -0.03
C 1.589 1.746 0.392 -0.02
C -0.010 0.766 -1.128 -0.03
C -1.125 -1.374 -0.345 0.02
N 0.927 1.680 -0.593 0.13
N 0.066 0.062 1.358 0.03
N -0.684 -0.054 0.269 -0.25
H 4.121 2.602 2.705 0.06
H -0.652 1.458 -1.690 0.13
H 0.538 0.090 -1.803 0.13
H -1.795 -1.818 0.351 0.09
H -1.607 -1.301 -1.262 0.07
H -0.161 -1.911 -0.528 0.12
H 0.906 -0.603 1.305 0.09
H -1.484 0.583 0.464 0.18


Least stable: one


## one
47
Properties=species:S:1:pos:R:3:lowdin_charge:R:1 method="wB97M-V/def2-TZVPD" orbital_gap_ha=0.316 e_lumo_ev=0.200 smiles="CC(C)CCNC(=O)COc1ccc2c3c(c(=O)oc2c1)CCC3"
C 2.404 3.692 0.088 -0.07
C 1.666 2.770 -0.879 -0.44
C 0.177 3.113 -0.895 -0.08
C 1.838 1.298 -0.495 -0.17
C 3.283 0.797 -0.572 -0.16
N 3.340 -0.628 -0.331 0.08
C 3.604 -1.141 0.885 -0.51
O 4.065 -0.512 1.812 0.07
C 3.301 -2.642 1.016 -0.08
O 2.333 -3.131 0.111 -0.04
C 1.070 -2.632 0.167 -0.26
C 0.166 -3.176 -0.760 0.00
C -1.120 -2.709 -0.833 0.00
C -1.553 -1.670 0.000 -0.10
C -2.856 -1.085 -0.015 -0.11
C -3.163 -0.066 0.823 -0.09
C -2.210 0.485 1.758 -0.39
O -2.392 1.407 2.513 0.13
O -0.971 -0.119 1.758 0.13
C -0.646 -1.136 0.933 -0.17
C 0.653 -1.630 1.029 0.07
C -4.581 0.385 0.664 -0.11
C -5.024 -0.308 -0.638 -0.16
C -4.032 -1.464 -0.862 -0.12
H 3.478 3.534 0.042 0.07
H 2.070 3.512 1.107 0.09
H 2.204 4.732 -0.159 0.08
H 2.072 2.919 -1.887 0.13
H -0.255 2.965 0.092 0.08
H -0.358 2.483 -1.602 0.07
H 0.027 4.152 -1.182 0.07
H 1.223 0.685 -1.163 0.12
H 1.469 1.153 0.521 0.12
H 3.895 1.266 0.199 0.12
H 3.711 1.008 -1.555 0.13
H 2.913 -1.228 -1.022 0.14
H 3.016 -2.843 2.056 0.14
H 4.211 -3.206 0.793 0.14
H 0.515 -3.964 -1.408 0.12
H -1.811 -3.135 -1.544 0.12
H 1.304 -1.192 1.767 0.13
H -4.657 1.470 0.616 0.12
H -5.170 0.053 1.523 0.13
H -6.052 -0.660 -0.581 0.11
H -4.955 0.396 -1.467 0.11
H -3.765 -1.583 -1.912 0.12
H -4.438 -2.417 -0.511 0.13


## two
47
Properties=species:S:1:pos:R:3:lowdin_charge:R:1 method="wB97M-V/def2-TZVPD" orbital_gap_ha=0.314 e_lumo_ev=0.440 smiles="CCCOc1ccc(OCC(=O)c2[nH]c(C)c(C(C)=O)c2C)cc1"
C 4.235 0.266 0.471 -0.09
C 2.973 0.685 -0.268 -0.23
C 2.907 2.197 -0.493 -0.20
O 1.712 2.586 -1.144 -0.05
C 0.526 2.394 -0.496 -0.28
C -0.609 2.305 -1.299 0.02
C -1.851 2.052 -0.754 0.00
C -1.983 1.882 0.618 -0.28
O -3.147 1.500 1.251 -0.07
C -4.113 0.830 0.470 -0.10
C -3.565 -0.297 -0.422 -0.34
O -4.143 -0.564 -1.459 0.08
C -2.347 -0.939 0.019 -0.14
N -1.898 -0.892 1.322 0.15
C -0.668 -1.410 1.411 -0.22
C 0.063 -1.484 2.694 0.00
C -0.274 -1.827 0.131 -0.06
C 1.043 -2.415 -0.110 -0.40
C 1.358 -2.908 -1.500 0.00
O 1.866 -2.506 0.782 0.06
C -1.352 -1.538 -0.749 -0.12
C -1.449 -1.743 -2.217 -0.02
C -0.867 2.046 1.431 -0.01
C 0.376 2.297 0.884 -0.01
H 5.122 0.502 -0.112 0.07
H 4.306 0.777 1.428 0.07
H 4.209 -0.805 0.654 0.07
H 2.928 0.188 -1.239 0.12
H 2.096 0.369 0.301 0.09
H 3.702 2.516 -1.171 0.13
H 3.033 2.735 0.456 0.12
H -0.495 2.418 -2.365 0.12
H -2.702 1.963 -1.410 0.12
H -4.825 0.404 1.186 0.14
H -4.666 1.525 -0.176 0.14
H -2.410 -0.476 2.084 0.17
H 0.399 -2.503 2.879 0.09
H 0.960 -0.868 2.644 0.09
H -0.564 -1.147 3.516 0.08
H 2.343 -3.368 -1.496 0.09
H 0.618 -3.635 -1.823 0.08
H 1.355 -2.076 -2.200 0.08
H -2.394 -1.345 -2.575 0.07
H -0.633 -1.239 -2.733 0.08
H -1.410 -2.802 -2.466 0.09
H -0.981 1.953 2.500 0.12
H 1.221 2.400 1.545 0.11


Least stable: two


## one
11
Properties=species:S:1:pos:R:3:lowdin_charge:R:1 method="wB97M-V/def2-TZVPD" orbital_gap_ha=0.378 e_lumo_ev=-5.360 charge=+1 smiles="O=C[C@H]1C[NH2+]1"
O -1.876 0.267 -0.483 -0.05
C -1.212 -0.860 0.030 0.02
C 0.191 -0.574 0.419 -0.13
C 0.788 0.136 -0.759 0.01
N 0.523 0.885 0.453 0.15
H -1.822 -1.739 0.132 0.14
H 0.649 -1.359 1.211 0.23
H 1.815 0.123 -0.982 0.13
H 0.127 0.378 -1.538 0.13
H 1.125 1.318 1.173 0.22
H -0.308 1.424 0.343 0.15


## two
11
Properties=species:S:1:pos:R:3:lowdin_charge:R:1 method="wB97M-V/def2-TZVPD" orbital_gap_ha="0.275 / 0.275" e_lumo_ev="-6.491 / -6.495" charge=+1
C -3.167 -0.052 0.123 0.13
C 0.761 -0.475 0.221 0.22
C 1.908 0.330 0.064 -0.08
N -0.977 0.542 -0.270 0.15
O -1.897 -0.130 0.017 -0.14
H -3.711 -0.858 0.442 0.08
H -3.701 0.734 -0.463 0.13
H 0.827 -1.523 0.296 0.08
H 2.085 1.153 -0.575 0.10
H 2.866 -0.231 -0.063 0.12
H 1.684 1.043 0.981 0.20


Least stable: two


## one
13
Properties=species:S:1:pos:R:3:lowdin_charge:R:1 method="wB97M-V/def2-TZVPD" orbital_gap_ha=0.341 e_lumo_ev=0.617 smiles="C=CP(C)C=O"
C -0.700 2.440 0.079 -0.09
C -0.597 1.292 -0.505 -0.34
P 0.182 -0.147 0.501 0.96
C -0.744 -1.816 0.120 -0.31
C 2.015 -0.579 0.009 -0.50
O 2.889 0.121 -0.366 -0.02
H -1.176 3.327 -0.310 0.06
H -0.269 2.720 0.998 0.04
H -0.946 1.006 -1.443 0.03
H -0.159 -2.717 -0.190 0.03
H -1.586 -1.851 -0.607 0.03
H -1.142 -2.184 1.078 0.01
H 2.234 -1.612 0.634 0.10


## two
13
Properties=species:S:1:pos:R:3:lowdin_charge:R:1 method="wB97M-V/def2-TZVPD" orbital_gap_ha="0.312 / 0.245" e_lumo_ev="0.419 / -0.509"
C 0.220 -0.146 -1.571 -0.27
C -0.253 2.220 0.331 -0.28
C -1.422 1.569 0.969 -0.14
C 1.226 -2.474 -0.331 -0.36
O 0.554 3.058 0.520 0.09
P 0.499 -0.766 -0.095 0.78
H -0.102 0.664 -2.274 -0.02
H -1.698 1.954 2.002 0.10
H -2.338 1.530 0.277 0.12
H -1.061 0.624 1.258 -0.04
H 1.763 -2.390 -1.241 0.00
H 2.113 -2.585 0.261 0.01
H 0.498 -3.260 -0.106 0.03


Least stable: two